{
  "formula": "C40H80O28",
  "method": "the ωB97M-V functional and the def2-TZVPD basis",
  "homo_ev": -9.6,
  "lumo_energy_ev": 0.49,
  "symbols": ["O", "O", "O", "O", "O", "O", "O", "O", "O", "O", "O", "O", "O", "O", "O", "O", "O", "O", "O", "O", "O", "O", "O", "O", "O", "O", "O", "O", "C", "C", "C", "C", "C", "C", "C", "C", "C", "C", "C", "C", "C", "C", "C", "C", "C", "C", "C", "C", "C", "C", "C", "C", "C", "C", "C", "C", "C", "C", "C", "C", "C", "C", "C", "C", "C", "C", "C", "C", "H", "H", "H", "H", "H", "H", "H", "H", "H", "H", "H", "H", "H", "H", "H", "H", "H", "H", "H", "H", "H", "H", "H", "H", "H", "H", "H", "H", "H", "H", "H", "H", "H", "H", "H", "H", "H", "H", "H", "H", "H", "H", "H", "H", "H", "H", "H", "H", "H", "H", "H", "H", "H", "H", "H", "H", "H", "H", "H", "H", "H", "H", "H", "H", "H", "H", "H", "H", "H", "H", "H", "H", "H", "H", "H", "H", "H", "H", "H", "H"],
  "coordinates": [[-5.8263, -1.5347, -2.5081], [-0.1037, -9.2501, 0.4310], [-5.3641, -3.6366, -3.2441], [1.3466, -3.3124, -4.9241], [-3.9468, 0.4120, 0.4138], [3.6561, -2.3105, 2.9201], [-1.5009, 4.0009, -0.7497], [-2.1171, 6.1111, 0.1022], [1.5845, 7.7939, 1.9182], [0.3334, 0.0525, 0.7845], [0.8771, 1.8763, -3.6953], [-2.8648, 1.7318, 1.9966], [-0.9203, 5.9747, -1.8370], [-0.6443, -8.1095, -1.4847], [-0.5820, -3.9083, -4.1039], [-0.1649, -2.1505, 0.8803], [-0.4885, -3.4952, -6.2805], [5.1454, -3.2330, 1.4396], [0.8020, 7.0655, 3.8886], [1.3033, 9.2663, 3.6614], [5.6815, 1.4986, 5.0790], [0.4997, -9.9467, -1.7012], [3.0957, -2.3970, 0.6928], [3.5777, 1.5017, 4.0873], [-3.7532, -0.3023, 2.4374], [3.7894, 0.6788, 6.0381], [-0.9878, -0.8095, -0.7107], [-5.4309, -3.0158, -1.0078], [-2.0746, -1.0028, 4.0202], [-6.0265, -0.9907, -3.7840], [1.2551, -11.0109, -1.2020], [-1.5101, 5.2613, -0.8121], [0.0256, -3.5052, -5.1728], [1.3380, 8.0553, 3.0825], [-3.4170, -0.2633, 3.8578], [4.4824, 0.0927, 7.1062], [4.1801, 1.0973, 1.7868], [-4.0807, -3.8494, 0.8507], [3.0014, -4.0216, -1.2368], [2.2127, -3.0601, -5.9633], [0.1900, 11.1112, 2.7556], [3.2516, -2.5587, -0.6868], [-1.9770, -4.4015, -4.2072], [-2.7414, 5.4628, 1.1981], [4.4754, 1.2398, 5.0848], [-0.0631, -9.0846, -0.8161], [-0.5927, -5.9897, -0.2202], [-3.4038, 6.6193, 1.9788], [2.7088, 1.4711, -2.3055], [3.6505, -3.1507, -5.5239], [2.3380, -1.7943, 3.1393], [0.6957, 5.7281, 3.3428], [-3.4361, 0.7184, 1.6255], [-5.4911, -2.7879, -2.3385], [4.0351, 2.1600, 2.8996], [-0.9729, 7.3741, -1.9365], [-1.4518, -7.1138, -0.8141], [1.0220, 2.4229, 0.9509], [-3.8756, 1.3505, -0.6100], [4.0229, -2.6916, 1.6055], [2.6499, 0.3967, -3.4140], [-1.7757, -1.8263, -1.4150], [0.0785, 1.3552, 0.3241], [1.1762, 0.4678, -3.9052], [1.5976, 10.5232, 2.9406], [-0.2864, -1.0797, 0.3727], [-4.8027, -4.1774, -0.4271], [1.8540, 2.5814, -2.8590], [-5.8372, 0.0808, -3.7205], [-5.5836, -4.8973, -0.1822], [2.2094, 10.5041, 2.0387], [-0.3664, 10.4869, 2.0564], [-5.4042, -1.3891, -4.5853], [5.0538, -0.7514, 6.7200], [1.0915, 0.2279, -4.9651], [-2.4349, -4.5400, -3.2278], [-0.9840, 1.5182, 0.5045], [2.1922, 1.0672, -1.4348], [-3.3003, 0.7627, 4.2069], [5.2476, 0.7690, 7.4873], [4.8431, 0.2681, 2.0337], [-3.4211, 0.8957, -1.4902], [-2.0283, 4.8932, 1.7940], [2.1659, 11.1970, 3.5819], [-2.2259, -6.8010, -1.5149], [0.5288, -0.1726, -3.3063], [-2.0644, -7.5776, -0.0409], [-3.8584, 6.2610, 2.9024], [2.0504, 2.2385, 0.6402], [1.1970, -11.7415, -2.0088], [0.1174, 12.1145, 2.3359], [-1.4354, -2.8306, -1.1628], [2.0113, -3.7146, -6.8113], [3.7438, 1.6911, -2.0436], [2.3899, 3.2503, -3.5324], [3.8725, -2.2949, -4.8864], [-3.4862, -4.6517, 1.2877], [-3.3850, -3.0189, 0.7302], [-7.0455, -1.1551, -4.1343], [3.2721, 0.5272, -4.2995], [1.0335, 2.3759, 2.0398], [4.1976, -3.1601, -6.4666], [1.4107, 5.5292, 2.5445], [-4.7504, -3.3964, 1.5817], [-0.3507, 11.1548, 3.7010], [1.9409, -4.2427, -1.1155], [4.9459, 2.7417, 3.0418], [2.5308, -1.8965, -1.1664], [3.0312, -3.9891, -2.3259], [3.2300, 0.5637, 1.8132], [2.8371, -0.6118, -3.0453], [-1.1302, -5.2750, 0.4030], [4.4063, 1.4967, 0.7981], [-3.4064, 2.3025, -0.3618], [2.3273, -1.1915, 4.0474], [-4.1152, 7.1766, 1.3692], [2.1343, -1.2211, 2.2348], [-0.2846, 7.7940, -1.2030], [1.3889, 3.0649, -1.9999], [-4.1635, -4.6435, -1.1770], [-1.9355, 7.8329, -1.7104], [0.7592, -11.5223, -0.3770], [3.2426, 2.8610, 2.6376], [0.1862, 1.3329, -0.7604], [2.2860, -10.8275, -0.8994], [3.6374, -4.7949, -0.8061], [-2.1269, -1.9808, 3.5418], [0.7716, 4.9277, 4.0788], [-3.5174, 4.7820, 0.8480], [3.8167, -4.0337, -4.9067], [0.1930, -6.4756, 0.3582], [4.0996, -1.9815, -1.0554], [-2.7550, 7.4086, 2.3586], [-0.1656, -5.3908, -1.0246], [-0.2619, 5.5877, 2.8414], [-1.9785, -1.2175, 5.0845], [-0.6351, 7.7519, -2.9015], [-1.5163, -1.7703, -2.4722], [1.9861, -2.0690, -6.3562], [0.7245, 3.4065, 0.5873], [-2.0983, -5.2708, -4.8535], [-2.8580, -1.8380, -1.2866], [1.5303, -2.5121, 3.2827], [3.8935, -0.2506, 7.9567], [-2.5748, -3.6841, -4.7694], [-1.1710, -0.5077, 3.6646], [-4.2260, -0.7930, 4.3609], [-4.9044, 1.5586, -0.9042]],
  "forces_ev_per_a": [[0.27, 0.64, 0.84], [0.36, 0.57, -3.77], [0.19, 2.03, 2.27], [-1.98, -0.42, 2.28], [0.81, -0.47, 1.79], [0.45, -1.22, -2.02], [0.09, 4.89, -0.25], [1.55, -1.48, -2.10], [0.53, 1.01, 1.01], [1.15, -2.17, 1.66], [-0.60, 0.14, 0.17], [-0.59, -1.00, -1.04], [-0.92, -2.39, 0.80], [-0.13, 0.41, -0.65], [-1.47, -0.81, 2.36], [0.18, -0.34, 0.58], [0.73, 0.62, 0.88], [-4.09, 1.98, 0.09], [0.79, 0.93, 0.48], [1.10, -0.80, 0.17], [-2.49, -0.58, -0.04], [-0.45, 2.06, 0.47], [-0.21, 0.10, 1.71], [0.88, 0.12, 0.83], [-0.34, 0.12, -0.18], [-1.64, -0.43, 0.79], [-1.97, -0.03, -1.67], [0.37, 0.72, -0.18], [-0.78, -0.48, 0.61], [-0.32, 0.32, -1.46], [-0.41, -2.00, 0.26], [-0.17, -1.45, -0.04], [0.45, -1.04, -3.05], [-1.53, -1.34, -1.88], [1.65, -0.10, -1.11], [2.18, -0.41, 0.49], [-0.65, -0.32, 0.97], [0.41, 1.71, 0.26], [-0.23, 1.66, 0.23], [0.13, 0.62, -1.98], [-0.06, -0.01, -0.61], [0.00, -0.56, -2.00], [0.05, 1.01, -1.31], [-0.98, 1.05, 0.99], [1.98, 1.19, -1.64], [-0.31, -1.28, 3.52], [-0.07, -0.41, -0.76], [0.20, -0.09, 0.46], [0.48, -1.18, -0.84], [-0.72, 0.17, 0.30], [-0.25, 0.70, -0.74], [-0.06, 0.08, -1.15], [-0.26, 0.43, 1.18], [-0.14, -3.23, -1.32], [0.50, -0.42, -0.90], [0.25, 1.60, 1.18], [-0.44, 0.00, 1.04], [-0.41, -1.27, -0.36], [-0.62, 0.95, -1.40], [3.15, -1.27, 1.45], [-1.05, -0.92, -0.22], [1.34, -0.92, -0.10], [-0.74, 0.96, -0.97], [1.53, 1.57, 1.01], [-1.30, 0.61, 0.35], [0.30, 1.26, -0.32], [-0.26, -0.91, -0.55], [-0.23, -1.35, -0.66], [-0.07, -0.12, 0.21], [-0.18, -0.01, -0.28], [-0.41, -1.05, -0.16], [-0.09, -0.18, 0.12], [0.38, -0.32, 0.43], [-0.11, -0.23, 0.03], [-0.19, 0.10, 0.04], [0.70, 0.02, 0.02], [0.16, 0.68, 0.17], [0.21, -0.12, 0.16], [-0.37, 0.01, -0.14], [-0.13, 0.24, 0.04], [0.68, 0.46, 0.17], [0.38, 0.03, 0.17], [0.04, 0.05, -0.11], [-0.02, -0.58, 0.64], [0.56, 0.21, -0.53], [-0.24, 0.07, 0.05], [0.45, -0.37, 0.30], [-0.42, -0.27, -0.25], [-0.03, -0.01, -0.16], [0.55, 0.06, -0.08], [0.59, 0.11, -0.03], [0.17, 0.06, 0.53], [-0.05, -0.38, 0.12], [-0.12, 0.35, 0.06], [0.01, 0.28, 0.32], [0.36, 0.11, -0.23], [-0.44, -0.29, -0.18], [0.32, -0.04, -0.43], [-0.16, 0.01, 0.31], [0.39, 0.49, 0.31], [-0.32, 0.09, 0.04], [0.57, 0.03, 0.43], [0.34, 0.32, 0.26], [-0.31, -0.55, 0.17], [0.18, -0.24, 0.05], [0.03, -0.17, 0.70], [0.05, -0.24, 0.38], [-0.97, -0.28, 0.47], [0.71, 0.01, -0.09], [-0.33, 0.24, -0.64], [0.26, -0.02, 0.14], [-0.25, -0.32, 0.13], [-0.08, 0.06, 0.12], [0.32, -0.30, 0.24], [0.52, 0.21, -0.21], [-0.28, -0.44, -0.06], [-0.70, 0.31, 0.58], [0.10, 0.07, 0.11], [-0.44, 0.47, -0.52], [0.11, 0.06, -0.03], [-0.25, -0.46, -0.12], [-0.10, 0.38, 0.27], [-0.01, -0.06, 0.02], [0.08, 0.36, -0.12], [-0.10, 0.60, -0.27], [-0.02, 0.21, -0.11], [-0.06, 0.02, -0.17], [0.20, 0.70, 0.53], [0.12, -0.10, -0.08], [0.14, -0.21, -0.37], [0.05, 0.29, 0.08], [1.10, -0.97, 0.33], [0.76, -0.27, -0.32], [0.27, -0.12, -0.05], [-0.25, 0.39, 0.20], [0.32, 0.10, 0.14], [-0.09, -0.80, -0.19], [-0.14, 0.59, 0.03], [0.19, 0.29, -0.07], [-0.14, -0.07, 0.12], [0.76, -0.38, 0.40], [0.12, 0.90, 0.47], [0.41, -0.63, -0.34], [-0.71, 0.34, -0.63], [0.12, 0.45, 0.32], [-0.32, 0.35, -0.07], [0.08, 0.15, -0.11], [-0.13, 0.13, 0.03]]
}